1.
Computed, not measured: a structure of composition C6H9N2O2S in a non-equilibrium geometry, with ωB97M-V/def2-TZVPD.

Values from the calculation:
F_max   0.081 Eh/bohr
Energy   -24266.717 eV
Gap between HOMO and LUMO   9.661 eV
Molar mass   173.22 g mol⁻¹
ΔE to the lowest compared entry with this formula, charge and spin   80.8 kcal/mol
Lowest unoccupied orbital energy   -4.013 eV
HOMO energy   -13.674 eV

The geometry in ORCA input format:
```
! wB97M-V def2-TZVPD RIJCOSX def2/J DEFGRID3
* xyz 1 1
C -1.01 -1.00 0.05
C -0.03 -0.26 -0.43
C -0.54 2.21 -0.38
C -2.03 -1.62 0.63
C -0.08 0.31 -1.77
C 1.21 -0.10 0.45
N -0.42 1.77 -1.58
N 0.64 0.39 1.69
O -1.80 1.59 1.90
O -0.95 3.39 -0.10
S -0.66 2.26 1.43
H -2.83 -1.04 1.12
H -2.01 -2.70 0.59
H 0.78 0.34 -2.28
H -0.93 -0.03 -2.33
H 1.55 -1.11 0.61
H 1.89 0.54 -0.02
H -0.51 2.24 -2.51
H 1.35 0.65 2.31
H 0.28 -0.31 2.39
*
```

Mulliken charges in e: 0.148 0.579 0.654 -0.873 -0.911 -0.787 -0.175 -0.523 -0.369 -0.458 0.616 0.273 0.275 0.417 0.391 0.432 0.420 0.303 0.298 0.291

=====

2.
Computed, not measured: the ion C6H9N2O5 with charge +1 in a non-equilibrium geometry, with ωB97M-V/def2-TZVPD.

Values from the calculation:
F_max   0.093 Eh/bohr
Energy   -19575.386 eV
Gap between HOMO and LUMO   8.818 eV
Molar mass   189.15 g mol⁻¹
ΔE to the lowest compared entry with this formula, charge and spin   3.0 kcal/mol
Lowest unoccupied orbital energy   -5.894 eV
HOMO energy   -14.712 eV
SMILES   C/N=[N+](\C(=O)OC)[C@H]1COC(=O)O1

The geometry in ORCA input format:
```
! wB97M-V def2-TZVPD RIJCOSX def2/J DEFGRID3
* xyz 1 1
C -0.11 2.59 0.71
N -0.69 1.43 0.21
N -0.10 0.38 0.00
C 1.46 0.18 0.02
O 2.15 0.92 0.65
O 1.73 -0.74 -0.79
C 3.19 -1.10 -1.04
C -0.95 -0.80 -0.37
C -1.58 -1.46 0.85
O -2.89 -0.89 0.98
C -3.22 -0.31 -0.16
O -4.27 0.07 -0.52
O -2.14 -0.26 -1.04
H 0.87 2.41 1.18
H -0.78 2.85 1.59
H -0.18 3.45 -0.07
H 3.35 -1.97 -0.42
H 3.87 -0.27 -0.74
H 3.33 -1.53 -2.14
H -0.44 -1.31 -1.12
H -0.95 -1.14 1.70
H -1.65 -2.49 0.51
*
```

Mulliken charges in e: -0.824 -0.532 0.818 0.668 -0.468 -0.312 -0.672 0.033 -0.472 -0.303 0.635 -0.438 -0.384 0.364 0.366 0.327 0.335 0.340 0.260 0.525 0.380 0.353

=====

3.
Computed, not measured: a cluster of 2 separate species, C6H9N2S in total in a non-equilibrium geometry, with ωB97M-V/def2-TZVPD.

Values from the calculation:
F_max   0.073 Eh/bohr
Energy   -20172.963 eV
Gap between HOMO and LUMO   6.686 eV
Molar mass   141.22 g mol⁻¹
ΔE to the lowest compared entry with this formula, charge and spin   74.2 kcal/mol
Lowest unoccupied orbital energy   -6.144 eV
HOMO energy   -12.830 eV

The geometry in ORCA input format:
```
! wB97M-V def2-TZVPD RIJCOSX def2/J DEFGRID3
* xyz 1 1
C -0.43 0.07 -1.74
C -1.61 -0.56 -1.33
C -0.06 -0.67 0.29
C 3.06 1.69 2.94
C 2.52 1.06 1.90
C -2.91 -1.04 -2.02
N -1.29 -1.04 -0.05
N 0.49 -0.08 -0.74
S 1.40 -0.28 2.31
H -0.05 0.45 -2.66
H 3.68 2.52 2.75
H 2.85 1.29 3.91
H 2.66 1.35 0.91
H -3.36 -1.97 -1.58
H -3.70 -0.28 -1.81
H -2.72 -1.08 -3.11
H -1.91 -1.70 0.60
H 1.39 0.29 -0.56
*
```

Mulliken charges in e: -0.406 0.398 -0.062 -0.713 0.144 -1.019 -0.073 0.066 0.059 0.415 0.262 0.253 0.281 0.338 0.297 0.290 0.351 0.119

=====

4.
Computed, not measured: a cluster of 3 separate species, C6H9N3 in total in a non-equilibrium geometry, with ωB97M-V/def2-TZVPD.

Values from the calculation:
F_max   0.109 Eh/bohr
Energy   -10835.234 eV
Gap between HOMO and LUMO   10.727 eV
Molar mass   123.16 g mol⁻¹
ΔE to the lowest compared entry with this formula, charge and spin   55.2 kcal/mol
Lowest unoccupied orbital energy   0.131 eV
HOMO energy   -10.596 eV
SMILES   CC#N.CC#N.CC#N

The geometry in ORCA input format:
```
! wB97M-V def2-TZVPD RIJCOSX def2/J DEFGRID3
* xyz 0 1
C 1.25 -0.67 -3.46
C 0.90 0.61 -2.83
N 0.66 1.62 -2.27
H 2.29 -0.91 -3.22
H 1.23 -0.68 -4.55
H 0.58 -1.47 -3.16
C 0.56 1.58 0.06
C -0.16 1.20 1.29
N -0.66 0.97 2.26
H 1.64 1.55 0.11
H 0.32 2.62 -0.15
H 0.27 0.90 -0.74
C -1.28 -1.35 2.34
C -1.87 -0.95 3.62
N -2.30 -0.62 4.64
H -2.01 -1.20 1.54
H -1.04 -2.41 2.39
H -0.37 -0.78 2.13
*
```

Mulliken charges in e: -0.907 0.477 -0.438 0.269 0.308 0.285 -0.917 0.538 -0.426 0.352 0.347 0.100 -0.625 0.361 -0.424 0.245 0.324 0.131

=====

5.
Computed, not measured: a cluster of 3 separate species, C6H9N3 in total in a non-equilibrium geometry, with ωB97M-V/def2-TZVPD.

Values from the calculation:
F_max   0.048 Eh/bohr
Energy   -10837.036 eV
Gap between HOMO and LUMO   11.945 eV
Molar mass   123.16 g mol⁻¹
ΔE to the lowest compared entry with this formula, charge and spin   13.6 kcal/mol
Lowest unoccupied orbital energy   0.489 eV
HOMO energy   -11.456 eV
SMILES   CC#N.CC#N.CC#N

The geometry in ORCA input format:
```
! wB97M-V def2-TZVPD RIJCOSX def2/J DEFGRID3
* xyz 0 1
C 4.97 7.00 10.41
C 3.84 6.58 11.21
N 2.85 6.23 11.64
H 4.72 6.83 9.36
H 5.85 6.42 10.67
H 5.24 8.04 10.53
C 6.83 4.70 7.92
C 6.63 3.25 7.90
N 6.43 2.11 7.92
H 7.90 4.98 8.07
H 6.17 5.24 8.62
H 6.49 5.04 6.92
C 1.27 7.02 7.30
C 2.60 6.41 7.18
N 3.71 6.09 7.02
H 1.22 7.94 6.77
H 1.14 7.18 8.38
H 0.53 6.33 6.89
*
```

Mulliken charges in e: -0.511 0.367 -0.390 -0.032 0.245 0.324 -0.315 0.281 -0.373 0.308 -0.144 0.245 -0.776 0.386 -0.413 0.282 0.247 0.270

=====

6.
Computed, not measured: a structure of composition C6H9N3 in a non-equilibrium geometry, with ωB97M-V/def2-TZVPD.

Values from the calculation:
F_max   0.151 Eh/bohr
Energy   -10830.438 eV
Gap between HOMO and LUMO (alpha / beta)   4.738 / 8.280 eV
Molar mass   123.16 g mol⁻¹
ΔE to the lowest compared entry with this formula, charge and spin   54.9 kcal/mol
Lowest unoccupied orbital energy (alpha / beta)   1.020 / -1.582 eV
HOMO energy (alpha / beta)   -3.718 / -9.862 eV

The geometry in ORCA input format:
```
! wB97M-V def2-TZVPD RIJCOSX def2/J DEFGRID3
* xyz 0 3
C 0.56 -1.55 -2.18
C 0.93 -1.86 -0.92
C -0.30 -0.06 -1.03
C 0.12 0.08 0.94
C -0.53 -0.56 2.05
C -0.51 2.31 -0.20
N -0.17 -0.48 -2.29
N 0.40 -0.84 -0.18
N -0.70 0.95 0.07
H 0.71 -2.13 -3.02
H 1.72 -2.38 -0.39
H 1.14 0.54 1.12
H -0.83 -1.66 1.72
H -1.36 0.09 2.29
H 0.04 -0.70 2.96
H 0.50 2.66 0.07
H -0.57 2.59 -1.25
H -1.14 2.99 0.24
*
```

Mulliken charges in e: -0.300 -0.444 -0.017 0.401 -1.224 -1.017 -0.646 0.070 -0.071 0.516 0.387 0.428 0.268 0.319 0.289 0.330 0.323 0.388

=====

7.
Computed, not measured: a cluster of 2 separate species, C6H9N3O2 in total in a non-equilibrium geometry, with ωB97M-V/def2-TZVPD.

Values from the calculation:
F_max   0.060 Eh/bohr
Energy   -14927.529 eV
Gap between HOMO and LUMO   8.692 eV
Molar mass   155.16 g mol⁻¹
ΔE to the lowest compared entry with this formula, charge and spin   153.6 kcal/mol
Lowest unoccupied orbital energy   0.640 eV
HOMO energy   -8.052 eV
SMILES   [H]/N=C1/C[C@@]12OC=C/C2=N\O.N

The geometry in ORCA input format:
```
! wB97M-V def2-TZVPD RIJCOSX def2/J DEFGRID3
* xyz 0 1
H 0.67 1.83 1.69
N -0.20 2.21 1.29
C -0.96 1.45 0.66
C -2.07 1.26 -0.25
C -1.11 0.12 -0.08
O -0.04 0.28 -0.94
C 0.53 -0.95 -0.98
C -0.21 -1.96 -0.45
C -1.40 -1.29 0.02
N -2.48 -1.88 0.42
O -2.41 -3.32 0.31
H -1.84 1.93 -1.03
H -3.05 1.11 0.09
H 1.58 -0.97 -1.30
H -0.34 -3.04 -0.40
H -3.26 -3.51 0.80
N 3.91 1.58 0.23
H 4.81 1.10 0.41
H 3.81 1.44 -0.83
H 4.04 2.60 0.33
*
```

Mulliken charges in e: 0.289 -0.748 0.498 -0.709 0.445 -0.315 -0.427 -0.345 0.506 -0.550 -0.412 0.218 0.331 0.362 0.467 0.371 -0.689 0.241 0.229 0.237

=====

8.
Computed, not measured: an isolated molecule of C6H9N3O2 in a non-equilibrium geometry, with ωB97M-V/def2-TZVPD.

Values from the calculation:
F_max   0.113 Eh/bohr
Energy   -14927.736 eV
Gap between HOMO and LUMO (alpha / beta)   6.901 / 5.751 eV
Molar mass   155.16 g mol⁻¹
ΔE to the lowest compared entry with this formula, charge and spin   35.3 kcal/mol
Lowest unoccupied orbital energy (alpha / beta)   0.586 / -3.526 eV
HOMO energy (alpha / beta)   -6.315 / -9.277 eV

The geometry in ORCA input format:
```
! wB97M-V def2-TZVPD RIJCOSX def2/J DEFGRID3
* xyz 0 3
C -2.10 1.60 0.86
C -2.68 0.48 0.35
C -0.43 0.24 0.56
C 0.78 -0.60 0.66
C -1.29 -1.27 -1.15
C 2.15 -0.18 0.40
N -0.74 1.44 1.08
N -1.56 -0.40 0.09
N 2.36 -0.17 -1.03
O 2.60 1.07 0.86
O 0.75 -1.84 0.72
H -2.46 2.52 1.12
H -3.67 0.14 0.07
H -0.29 -0.74 -1.38
H -1.07 -2.26 -0.86
H -2.06 -1.24 -1.95
H 2.84 -0.85 0.95
H 1.93 1.38 1.46
H 1.70 0.37 -1.56
H 3.23 0.31 -1.24
*
```

Mulliken charges in e: -0.294 -0.325 0.241 0.158 -0.558 0.198 -0.548 0.083 -0.634 -0.576 -0.587 0.525 0.431 0.218 0.240 0.338 0.274 0.334 0.217 0.264

=====

Q: Look up the ΔE to the lowest compared entry with this formula, charge and spin of the fifth one.
A: 13.6 kcal/mol